# 1
A cluster of 2 separate species, C9H14 in total. Source: the Open Molecules 2025 dataset; level of theory: ωB97M-V/def2-TZVPD.

```
23
Properties=species:S:1:pos:R:3:forces:R:3
C -0.162 0.063 -0.965 1.192 1.815 -0.476
H -3.473 -2.049 0.928 -0.187 -1.941 1.729
H 1.650 -0.765 -1.626 -0.593 -0.753 -0.032
H 0.866 -3.049 -1.056 0.771 -1.813 -0.676
C -3.230 -1.271 0.297 -2.643 0.020 -1.616
H -3.502 -0.340 0.856 0.083 -0.652 -1.043
C -1.888 -1.300 -0.245 0.627 -1.121 0.255
H -1.751 -3.351 -0.381 0.201 -1.128 -0.390
C -1.237 -2.475 -0.691 2.251 2.890 0.226
H 2.828 2.133 2.795 -0.275 2.133 -1.426
H 1.570 3.381 2.077 1.776 -0.303 1.187
H 4.390 3.205 0.960 1.992 0.458 -0.027
C 0.623 -1.043 -1.330 0.354 2.130 -0.190
H 3.010 3.820 3.069 1.169 3.052 3.070
H -1.862 0.786 0.061 -0.818 1.320 0.587
H -3.880 -1.556 -0.609 0.177 1.212 1.294
C 0.152 -2.303 -1.177 -3.521 -0.209 2.061
H 0.237 1.081 -1.231 -0.318 -1.060 0.604
C 2.694 3.227 2.342 -2.773 -3.922 -3.735
H 3.040 4.281 0.359 0.389 0.969 0.404
C -1.345 -0.050 -0.273 2.433 -0.700 -2.327
H 2.959 2.601 0.304 0.527 0.955 0.831
C 3.380 3.456 0.957 -2.814 -3.351 -0.310
```
Positions in Å, forces in eV/Å.

Properties
- ΔE to the lowest compared entry with this formula, charge and spin (kcal/mol) = 54.7
- E_HOMO (eV) = -8.814
- HOMO-LUMO gap (eV) = 9.723
- F_max (eV/Å) = 6.08
- SMILES = Cc1ccccc1.CC

=====

# 2
A cluster of 2 separate species, C9H14 in total. Source: the Open Molecules 2025 dataset; level of theory: ωB97M-V/def2-TZVPD.

```
23
Properties=species:S:1:pos:R:3:forces:R:3
H -1.974 -1.916 2.723 0.908 0.393 -0.468
C -0.096 -1.468 1.537 -2.968 0.774 1.104
C 1.558 0.202 0.178 2.267 0.842 -0.879
H 0.436 1.786 0.679 -0.862 0.915 0.254
H -1.811 1.052 -2.715 0.135 0.994 -0.460
C 0.470 0.733 0.778 -1.983 -1.208 1.777
H -0.607 3.829 -3.636 -0.728 -0.506 0.014
H 2.186 0.966 -0.301 0.084 -0.705 -0.068
C 1.017 -1.957 0.957 3.956 -1.478 -1.286
H -0.967 1.514 -4.135 0.603 -1.597 -4.551
H 1.416 -3.016 1.018 -1.295 1.095 0.231
C -1.116 1.787 -3.201 -1.687 0.568 4.071
H -2.369 3.616 -3.648 -0.168 -0.376 -0.074
H -1.370 -3.300 1.937 0.311 -0.048 -0.970
C -0.401 -0.101 1.554 3.003 0.369 -2.509
C -1.029 -2.342 2.314 -0.025 -1.227 2.433
H -0.202 1.629 -2.682 0.972 -0.036 0.489
C 1.951 -1.108 0.323 -0.346 -0.886 -0.059
H -0.437 -2.685 3.211 -0.640 0.370 -0.454
H -1.423 3.668 -2.149 -0.415 -0.237 -0.102
C -1.458 3.264 -3.171 1.298 1.178 0.633
H -1.191 0.286 2.118 -1.179 0.433 0.615
H 2.945 -1.484 -0.034 -1.241 0.373 0.259
```
Positions in Å, forces in eV/Å.

Properties
- ΔE to the lowest compared entry with this formula, charge and spin (kcal/mol) = 29.3
- E_HOMO (eV) = -9.104
- HOMO-LUMO gap (eV) = 10.093
- F_max (eV/Å) = 4.86
- SMILES = Cc1ccccc1.CC

=====

# 3
A cluster of 2 separate species, C9H14 in total. Source: the Open Molecules 2025 dataset; level of theory: ωB97M-V/def2-TZVPD.

```
23
Properties=species:S:1:pos:R:3:forces:R:3
C -0.933 -0.715 -1.206 0.948 -0.797 6.506
H -2.985 -1.396 -1.248 0.927 -0.711 0.461
C -0.739 -1.783 1.456 -0.597 -2.948 -0.427
C -2.010 -1.430 -0.709 0.708 -0.405 1.018
H 1.078 3.699 0.409 0.530 -0.995 -1.449
H -0.048 3.909 -0.903 -1.467 -0.475 0.057
H 1.802 3.025 -2.643 0.339 1.685 -3.009
C -1.805 -2.101 0.558 -0.107 0.726 0.901
H -1.074 -0.222 -2.073 0.264 1.745 -2.909
H 1.286 -0.786 2.910 -0.375 0.383 0.700
C 0.958 3.630 -0.713 1.055 5.662 -1.046
H 1.703 0.343 1.566 1.052 -0.504 0.775
H -0.494 -2.448 2.390 -1.079 1.441 -1.700
C 0.169 -0.425 -0.209 -2.757 -0.870 -4.097
C 0.293 -0.960 1.017 0.203 -1.025 1.134
H 2.385 -1.394 1.785 -0.290 0.364 -0.798
H -2.533 -2.849 0.899 0.151 0.481 -0.162
H 0.732 1.947 -1.780 -1.140 -1.555 -1.103
H 2.339 2.160 -1.360 0.087 -0.068 0.032
H 1.353 4.679 -1.168 -0.277 -1.725 1.768
C 1.529 -0.707 1.870 -0.724 0.839 -0.853
H 0.918 0.157 -0.617 1.678 1.230 -0.504
C 1.463 2.687 -1.757 0.871 -2.479 4.705
```
Positions in Å, forces in eV/Å.

Properties
- ΔE to the lowest compared entry with this formula, charge and spin (kcal/mol) = 61.8
- E_HOMO (eV) = -8.897
- HOMO-LUMO gap (eV) = 9.905
- F_max (eV/Å) = 6.62
- SMILES = Cc1ccccc1.CC

=====

# 4
A cluster of 2 separate species, C9H14 in total. Source: the Open Molecules 2025 dataset; level of theory: ωB97M-V/def2-TZVPD.

```
23
Properties=species:S:1:pos:R:3:forces:R:3
C -1.777 2.956 -0.178 -3.534 -2.233 2.553
H -1.592 5.127 -0.419 -1.861 1.554 -1.139
C 1.569 -3.596 -1.134 2.478 0.853 -1.900
H 0.301 0.867 -0.574 0.468 -0.963 0.902
H -0.696 4.576 0.852 -0.167 -0.816 -0.423
H 0.562 -3.713 1.565 0.284 -1.358 0.011
H 0.879 -4.313 -1.488 -1.205 -0.642 -0.250
H -1.160 2.085 -0.024 0.711 0.099 -0.448
H 1.086 -0.950 -1.895 0.102 -0.406 -0.649
H 2.348 -4.192 -0.632 -0.229 0.402 0.122
C 0.479 -0.111 -0.045 0.567 0.525 -3.750
C -1.144 4.254 -0.117 5.301 -0.283 -0.130
C 1.011 -2.487 -0.292 -0.167 -0.384 -0.383
H 2.093 -3.192 -2.103 -0.973 -0.567 1.775
C 0.261 -0.295 1.271 -3.252 0.231 1.426
H -0.292 -1.576 2.783 0.529 -1.035 -1.180
H -0.236 4.084 -0.855 -1.306 1.013 1.393
H -0.334 0.557 1.793 1.611 -1.571 -0.399
C 0.123 -1.617 1.732 1.104 -0.530 1.613
H -2.399 2.818 -1.031 -0.049 -0.160 -1.114
H -2.549 2.713 0.640 0.798 0.916 -0.657
C 0.634 -2.807 1.042 -1.521 6.016 -0.435
C 0.832 -1.187 -0.887 0.311 -0.660 3.060
```
Positions in Å, forces in eV/Å.

Properties
- ΔE to the lowest compared entry with this formula, charge and spin (kcal/mol) = 48.4
- E_HOMO (eV) = -8.988
- HOMO-LUMO gap (eV) = 9.973
- F_max (eV/Å) = 6.22
- SMILES = Cc1ccccc1.CC

=====

# 5
A cluster of 2 separate species, C9H14 in total. Source: the Open Molecules 2025 dataset; level of theory: ωB97M-V/def2-TZVPD.

```
23
Properties=species:S:1:pos:R:3:forces:R:3
H -1.287 2.948 1.800 -0.430 -0.071 0.112
C -1.211 2.611 0.767 0.289 0.449 0.448
C -1.921 0.414 1.749 0.155 0.074 0.118
C 2.789 -1.086 -0.619 0.346 -0.624 -0.484
H 3.097 -0.439 -2.767 0.327 -0.429 0.407
H -0.199 2.942 0.519 -0.050 -0.251 -0.452
H 3.622 -0.566 -0.148 -0.289 0.240 0.255
C -1.892 -0.967 1.767 -0.274 -0.666 -0.379
C -0.943 -0.958 -0.439 -0.432 -0.644 0.073
H -2.411 0.951 2.555 0.343 0.051 0.088
H 3.151 -2.110 -0.749 -0.157 -0.007 -0.125
C -0.943 0.424 -0.450 -0.108 -0.299 0.084
H -1.916 3.186 0.169 -0.066 -0.078 -0.118
C -1.369 1.119 0.682 -0.031 0.355 -0.246
H -0.685 0.922 -1.377 0.318 0.264 0.251
H -0.633 -1.544 -1.291 0.109 0.184 -0.276
C -1.416 -1.664 0.660 0.026 0.342 0.320
H -1.476 -2.743 0.653 0.203 -0.035 -0.048
C 2.387 -0.453 -1.932 -0.209 0.830 -0.772
H 1.481 -0.899 -2.340 -0.083 -0.116 0.072
H 2.166 0.611 -1.799 -0.166 -0.067 0.192
H 1.892 -1.146 -0.007 0.245 0.187 0.454
H -2.281 -1.553 2.595 -0.064 0.310 0.026
```
Positions in Å, forces in eV/Å.

Properties
- ΔE to the lowest compared entry with this formula, charge and spin (kcal/mol) = 6.9
- E_HOMO (eV) = -9.023
- HOMO-LUMO gap (eV) = 10.084
- F_max (eV/Å) = 1.15
- SMILES = Cc1ccccc1.CC

=====

# 6
A cluster of 2 separate species, C9H14 in total. Source: the Open Molecules 2025 dataset; level of theory: ωB97M-V/def2-TZVPD.

```
23
Properties=species:S:1:pos:R:3:forces:R:3
C 0.546 -0.709 2.059 -1.130 2.012 -3.064
H 1.173 1.179 -3.152 -1.096 -0.134 2.025
C 0.542 -1.668 3.175 -1.520 -1.515 2.238
H -2.126 1.399 0.802 1.421 -0.792 -1.067
C -0.569 2.342 -0.279 3.310 2.173 -0.111
C 0.500 1.161 -2.204 -1.239 1.298 0.143
H -2.068 -0.602 -0.862 0.257 -0.257 0.565
H -0.212 -1.397 3.989 0.948 -0.290 -1.008
C -0.310 0.032 -1.875 1.361 0.527 1.046
C 0.198 -1.341 -2.288 -0.395 1.112 -0.103
C 0.263 2.349 -1.425 0.120 -1.938 -1.094
H 1.209 -1.443 -1.802 -1.317 -0.567 -0.221
H 1.483 -1.826 3.694 0.260 0.303 -0.056
H -0.322 3.177 0.451 -1.201 -0.926 -0.986
H -0.583 -2.103 -2.126 0.840 -0.014 0.240
H -0.170 0.202 2.102 1.159 -1.564 0.475
H 0.375 -1.244 -3.339 0.297 -0.500 -0.891
C -1.296 0.159 -0.881 0.278 0.358 -0.171
H 1.519 -0.281 1.777 -0.124 -0.177 0.388
H 0.199 -1.206 1.103 0.357 0.448 0.948
C -1.312 1.254 0.005 -3.138 -0.630 0.268
H 0.241 -2.689 2.841 0.139 0.702 0.184
H 0.719 3.257 -1.766 0.414 0.371 0.253
```
Positions in Å, forces in eV/Å.

Properties
- ΔE to the lowest compared entry with this formula, charge and spin (kcal/mol) = 39.1
- E_HOMO (eV) = -8.837
- HOMO-LUMO gap (eV) = 9.854
- F_max (eV/Å) = 3.96
- SMILES = Cc1ccccc1.CC

=====

Please write out number 2 again, unchanged.
A cluster of 2 separate species, C9H14 in total. Source: the Open Molecules 2025 dataset; level of theory: ωB97M-V/def2-TZVPD.

```
23
Properties=species:S:1:pos:R:3:forces:R:3
H -1.974 -1.916 2.723 0.908 0.393 -0.468
C -0.096 -1.468 1.537 -2.968 0.774 1.104
C 1.558 0.202 0.178 2.267 0.842 -0.879
H 0.436 1.786 0.679 -0.862 0.915 0.254
H -1.811 1.052 -2.715 0.135 0.994 -0.460
C 0.470 0.733 0.778 -1.983 -1.208 1.777
H -0.607 3.829 -3.636 -0.728 -0.506 0.014
H 2.186 0.966 -0.301 0.084 -0.705 -0.068
C 1.017 -1.957 0.957 3.956 -1.478 -1.286
H -0.967 1.514 -4.135 0.603 -1.597 -4.551
H 1.416 -3.016 1.018 -1.295 1.095 0.231
C -1.116 1.787 -3.201 -1.687 0.568 4.071
H -2.369 3.616 -3.648 -0.168 -0.376 -0.074
H -1.370 -3.300 1.937 0.311 -0.048 -0.970
C -0.401 -0.101 1.554 3.003 0.369 -2.509
C -1.029 -2.342 2.314 -0.025 -1.227 2.433
H -0.202 1.629 -2.682 0.972 -0.036 0.489
C 1.951 -1.108 0.323 -0.346 -0.886 -0.059
H -0.437 -2.685 3.211 -0.640 0.370 -0.454
H -1.423 3.668 -2.149 -0.415 -0.237 -0.102
C -1.458 3.264 -3.171 1.298 1.178 0.633
H -1.191 0.286 2.118 -1.179 0.433 0.615
H 2.945 -1.484 -0.034 -1.241 0.373 0.259
```
Positions in Å, forces in eV/Å.

Properties
- ΔE to the lowest compared entry with this formula, charge and spin (kcal/mol) = 29.3
- E_HOMO (eV) = -9.104
- HOMO-LUMO gap (eV) = 10.093
- F_max (eV/Å) = 4.86
- SMILES = Cc1ccccc1.CC

=====

Which formula does entry 6 have?
C9H14

=====

Among the records above, which one has the highest F_max?
number 3

=====

The highest E_HOMO belongs to which entry?
number 1